No. 1
This record from OMol25 describes a 5-piece molecular cluster, C41H37F4NO5 overall at a distorted geometry. The level of theory is wB97M-V/def2-TZVPD.

Geometry as ORCA input:
```
! wB97M-V def2-TZVPD RIJCOSX def2/J DEFGRID3
* xyz 0 1
C 0.79159 -3.84947 -1.52718
C -0.00954 -4.82300 -2.43740
O -0.10345 -4.54749 -3.60640
N -0.68363 -6.05078 -1.98912
C -1.58842 -5.83285 -0.85680
C -3.09067 -5.52615 -1.24114
O -1.29895 -5.90268 0.30393
C 0.23053 -7.15215 -1.79027
C 0.24206 -8.31646 -2.50272
C -0.63727 -8.85441 -3.65046
C -1.59383 -7.79464 -4.32266
C -1.80446 -8.12291 -5.86822
C -0.66102 -7.53725 -6.75649
C -1.00118 -7.06392 -8.09286
C 0.03005 -6.47351 -8.93641
C 1.40116 -6.36582 -8.47932
C 1.76287 -6.85235 -7.16265
C 0.72102 -7.42050 -6.30640
C 1.42422 -9.10813 -1.86007
O 1.68953 -10.26230 -1.95892
O 2.24101 -8.27636 -1.06742
C 1.36522 -7.21982 -0.71397
O 1.53959 -6.57709 0.26216
H 0.51331 -2.80436 -1.83232
H 0.59340 -3.94833 -0.43643
H 1.89309 -3.92777 -1.73965
H -3.62243 -6.50785 -1.20075
H -3.11163 -5.18991 -2.31436
H -3.48663 -4.76185 -0.53637
H 0.03239 -9.28674 -4.44026
H -1.26003 -9.71755 -3.28213
H -1.21934 -6.74242 -4.28525
H -2.59676 -7.89716 -3.82662
H -2.74078 -7.57081 -6.16610
H -2.01551 -9.20707 -6.04069
H -2.02827 -7.12333 -8.52069
H -0.20319 -6.08220 -9.95007
H 2.18191 -5.90521 -9.11772
H 2.81033 -6.77717 -6.80608
H 1.06338 -7.74330 -5.29549
F 1.20605 -1.73712 0.39618
C 0.78313 -0.46487 0.27991
C 0.16066 0.14244 1.35479
C -0.27102 1.45640 1.23577
C -0.08488 2.14317 0.04143
C 0.53776 1.51913 -1.03250
C 0.98015 0.20820 -0.91210
H 0.01731 -0.41133 2.27473
H -0.75294 1.94499 2.07366
H -0.42624 3.16773 -0.05123
H 0.67897 2.05350 -1.96412
H 1.47558 -0.29158 -1.73558
F 1.86638 2.68072 3.11898
C 1.39567 2.35222 4.33478
C 2.13944 1.51506 5.14623
C 1.65382 1.18058 6.40378
C 0.42701 1.67820 6.82992
C -0.31208 2.51451 6.00238
C 0.17716 2.85863 4.74898
H 3.08862 1.13092 4.79365
H 2.23085 0.53176 7.05125
H 0.04771 1.41269 7.80964
H -1.26941 2.89875 6.33304
H -0.38128 3.51609 4.09434
F -0.18519 9.16552 1.64389
C 0.54168 8.26921 2.34252
C 0.29810 6.91937 2.16715
C 1.04855 5.99451 2.88161
C 2.02494 6.43050 3.76956
C 2.25617 7.78981 3.93987
C 1.51450 8.71649 3.21844
H -0.47264 6.59916 1.47672
H 0.87262 4.93499 2.74687
H 2.60664 5.70733 4.32954
H 3.01459 8.12880 4.63501
H 1.68760 9.77900 3.33236
F -2.84212 14.18000 5.79837
C -2.18674 13.28712 5.03582
C -0.97701 13.64094 4.46671
C -0.29831 12.71611 3.68313
C -0.84194 11.45393 3.46978
C -2.06077 11.11407 4.04411
C -2.73591 12.03348 4.83676
H -0.57357 14.63138 4.63757
H 0.65393 12.97945 3.23818
H -0.31491 10.73607 2.85621
H -2.48580 10.13190 3.87427
H -3.68251 11.78313 5.29941
*
```

Summary:
* HOMO level: -9.0 eV
* structure (SMILES): CC(=O)N(C(C)=O)C1=C(CCCc2ccccc2)C(=O)OC1=O.Fc1ccccc1.Fc1ccccc1.Fc1ccccc1.Fc1ccccc1
* maximum force: 2.5 eV Å⁻¹
* gap between HOMO and LUMO: 8.4 eV



No. 2
This record from OMol25 describes C41H37F5OP2Pt as an isolated structure at a distorted geometry. The level of theory is wB97M-V/def2-TZVPD.

Geometry as ORCA input:
```
! wB97M-V def2-TZVPD RIJCOSX def2/J DEFGRID3
* xyz 0 3
Pt -0.13940 1.03739 -1.57299
C -1.74079 1.13508 -2.76607
C -1.81434 -0.35556 -2.64682
C -1.17102 -1.16261 -3.80398
C 0.24209 -0.71085 -4.22797
C 1.01392 0.10688 -3.21889
C 1.02536 1.53146 -3.13158
C 0.13494 2.39073 -3.97314
C -1.33036 1.83913 -4.02807
C 1.57002 0.36180 1.79088
H -2.65707 1.56966 -2.33466
H -2.84343 -0.72953 -2.42962
H -1.83380 -1.05424 -4.68415
H -1.14596 -2.24254 -3.55466
H 0.81604 -1.63176 -4.41713
H 0.23588 -0.24351 -5.23193
H 1.95075 -0.41852 -2.95485
H 2.02543 1.91565 -2.84725
H 0.57973 2.54234 -4.96352
H 0.11858 3.39251 -3.51353
H -1.95206 2.74281 -4.10865
H -1.50560 1.20408 -4.90833
H 0.79838 1.10223 1.57131
H 2.36555 0.71405 2.48492
H 1.12760 -0.53318 2.19040
P -1.43182 -0.82621 -0.68397
P 2.26255 0.09009 0.16590
C 0.19655 -1.72424 -1.02523
C 1.45892 -1.24334 -0.78313
C -2.35490 -2.23405 0.01075
C -2.47483 -3.42415 -0.70703
C -3.24326 -4.45626 -0.18100
C -3.83876 -4.33409 1.07927
C -3.65325 -3.17103 1.82308
C -2.92904 -2.12554 1.27972
C -2.60629 0.53416 -0.08883
C -2.21157 1.83787 0.31631
C -3.05584 2.94018 0.08852
C -4.36934 2.74913 -0.33163
C -4.84000 1.44647 -0.51357
C -3.98178 0.35672 -0.34090
C 3.64575 -0.90456 0.70262
C 3.33867 -2.10461 1.36600
C 4.37675 -2.95786 1.70189
C 5.69258 -2.57112 1.43444
C 5.97685 -1.33884 0.83620
C 4.94472 -0.47757 0.46730
C 2.83144 1.73266 -0.39505
C 2.41618 2.86587 0.33863
C 2.84911 4.14859 0.01216
C 3.66183 4.34337 -1.10261
C 4.13517 3.24139 -1.81059
C 3.76330 1.94375 -1.44084
H 0.12354 -2.75587 -1.41510
H 2.28176 -1.90040 -1.11203
H -2.02185 -3.52145 -1.68792
H -3.42454 -5.35100 -0.76863
H -4.46195 -5.12844 1.48272
H -4.11205 -3.04474 2.80025
H -2.82507 -1.19152 1.81554
H -1.27222 1.98756 0.84706
H -2.63669 3.94383 0.21011
H -5.01263 3.61287 -0.49776
H -5.88308 1.30985 -0.80390
H -4.39720 -0.64292 -0.45806
H 2.29614 -2.38504 1.54345
H 4.13712 -3.91518 2.15486
H 6.50420 -3.22308 1.74428
H 7.00154 -1.03865 0.63684
H 5.13742 0.47802 -0.03078
H 1.75157 2.76907 1.19463
H 2.56473 4.98342 0.65713
H 3.93419 5.35527 -1.39737
H 4.80571 3.40128 -2.65500
H 4.13898 1.09879 -2.02407
F -1.08795 -0.83268 7.90449
C -1.21022 -0.59578 6.58995
C -1.75792 0.61352 6.15768
F -2.16440 1.53261 7.05552
C -1.86035 0.88443 4.81603
F -2.35993 2.04970 4.36598
C -1.37384 -0.03162 3.82974
O -1.36263 0.22177 2.59621
C -0.79927 -1.25123 4.32342
F -0.28510 -2.12167 3.41867
C -0.70581 -1.51546 5.66535
F -0.09233 -2.63556 6.10256
*
```

Summary:
* relative energy (zero: lowest compared OMol25 entry of this formula, charge and spin): 0.0000 eV
* HOMO level (spin up / spin down): -5.6 / -6.2 eV
* maximum force: 3.4 eV Å⁻¹
* gap between HOMO and LUMO (spin up / spin down): 5.0 / 5.4 eV